# 1
DFT (ωB97M-V/def2-TZVPD) results for a cluster of 3 separate species, C15H29N4O5P in total at a distorted geometry.

Energy relative to the best compared isomer or geometry (same formula, charge and spin) ... 0.00 kcal/mol
Orbital gap ... 9.1 eV
E_tot ... -1525.47725 a.u.

The geometry in ORCA input format:
```
! wB97M-V def2-TZVPD RIJCOSX def2/J DEFGRID3
* xyz 0 1
C 5.83231 -0.71219 0.12441
C 6.13271 0.32504 -0.97473
O 5.14371 1.32033 -1.14408
C 3.88300 0.81046 -1.52043
C 2.91031 0.80149 -0.32348
O 1.68595 1.40344 -0.71603
C 0.60182 1.10022 0.12566
C -0.45188 2.09821 -0.19867
N -1.27249 2.86423 -0.43839
C 0.93182 1.26521 1.64200
C -0.28708 1.45017 2.43360
N -1.18695 1.66876 3.11071
P -0.00881 -0.65637 -0.27820
C -1.76726 -0.50478 -0.76712
O -0.09667 -1.41228 1.20746
H 5.54145 -1.67152 -0.30531
H 6.73348 -0.88920 0.71315
H 5.06509 -0.38103 0.82220
H 7.04163 0.86076 -0.70118
H 6.34683 -0.18757 -1.91918
H 3.96659 -0.18343 -1.96639
H 3.43269 1.46123 -2.27486
H 3.40639 1.33785 0.48836
H 2.73191 -0.24091 -0.03101
H 1.57706 2.13805 1.74828
H 1.47888 0.39047 1.98925
H -2.00739 -1.34793 -1.41301
H -1.98193 0.41306 -1.31369
H -2.40116 -0.54746 0.12534
H -0.79845 -1.04148 1.76341
C -0.92659 -3.85419 -1.84763
O -1.50907 -3.19287 -2.68847
N -0.53671 -5.12749 -2.01554
C 0.15620 -5.86145 -0.97528
C -0.82155 -5.78146 -3.28265
H -0.66650 -3.44749 -0.85535
H 1.13802 -6.18090 -1.32992
H -0.42000 -6.74327 -0.68875
H 0.28834 -5.22863 -0.10005
H -0.34763 -5.23745 -4.09989
H -1.89656 -5.79624 -3.46315
H -0.44364 -6.80025 -3.25728
C -5.51286 5.41611 2.56581
O -5.50705 5.79609 3.72075
N -4.77511 4.39542 2.08918
C -4.82448 3.98920 0.69880
C -3.89770 3.67926 3.00080
H -6.14185 5.89170 1.79307
H -5.15559 2.95110 0.62133
H -3.83643 4.07692 0.24270
H -5.52242 4.62086 0.15227
H -4.47797 3.24258 3.81447
H -3.16986 4.36597 3.43328
H -3.37657 2.89369 2.46345
*
```



# 2
DFT (ωB97M-V/def2-TZVPD) results for a structure of composition C40H31F6N2O4P2PdS2.

Energy relative to the best compared isomer or geometry (same formula, charge and spin) ... 0.00 kcal/mol
Orbital gap ... 7.0 eV
E_tot ... -4159.31524 a.u.

The geometry in ORCA input format:
```
! wB97M-V def2-TZVPD RIJCOSX def2/J DEFGRID3
* xyz 1 1
Pd 0.15990 0.04065 -0.21970
C -3.03999 -0.73352 -0.45238
P -2.08013 0.81226 -0.13473
C -2.72607 1.54071 1.38374
C -2.76602 0.74036 2.53011
C -3.25167 1.24268 3.72647
C -3.64954 2.56920 3.79947
C -3.56117 3.39439 2.68779
C -3.10320 2.87816 1.48669
C -2.52109 1.94460 -1.47291
C -1.54778 2.44746 -2.32936
C -1.90069 3.27281 -3.38843
C -3.23091 3.59703 -3.59762
C -4.21231 3.09098 -2.75318
C -3.86174 2.26765 -1.69800
C -2.08767 -1.86589 -0.67722
C -2.27330 -3.15019 -1.12010
C -1.01359 -3.81067 -1.04327
C -0.11528 -2.90099 -0.55346
C 1.33731 -2.96927 -0.20992
P 1.97838 -1.31860 -0.66051
C 2.27450 -1.39119 -2.43809
C 3.47166 -1.89186 -2.94982
C 3.63351 -2.02872 -4.31859
C 2.60267 -1.67730 -5.18056
C 1.40545 -1.19251 -4.67564
C 1.23920 -1.04778 -3.30659
C 3.54446 -0.97334 0.16132
C 3.82384 -1.52302 1.41111
C 5.00433 -1.19898 2.06308
C 5.90335 -0.31954 1.47825
C 5.61666 0.25462 0.24641
C 4.44063 -0.06825 -0.41077
N -0.76640 -1.70676 -0.32330
H -3.69040 -0.55866 -1.31010
H -3.67210 -0.91177 0.41866
H -2.35264 -1.00416 3.23925
H -3.29861 0.60294 4.60025
H -4.01722 2.96084 4.73870
H -3.84206 4.43595 2.75154
H -3.01948 3.53091 0.62815
H -0.50650 2.18867 -2.18347
H -1.13512 3.66021 -4.04721
H -3.50758 4.24318 -4.41990
H -5.25206 3.33925 -2.91849
H -4.63398 1.87595 -1.04605
H -3.20782 -3.58288 -1.43929
H -0.80660 -4.83780 -1.29709
H 1.87556 -3.73080 -0.77513
H 1.49454 -3.14836 0.85590
H 4.27779 -2.17325 -2.28327
H 4.56431 -2.41356 -4.71299
H 2.73326 -1.78662 -6.24895
H 0.59780 -0.93004 -5.34565
H 0.29579 -0.68509 -2.91396
H 3.12376 -2.19367 1.89006
H 5.21882 -1.63453 3.02955
H 6.83115 -0.08143 1.98203
H 6.31249 0.94801 -0.20707
H 4.22744 0.37610 -1.37612
F 1.46979 2.12612 5.52057
C 0.28545 2.02370 4.93590
F -0.40630 3.14544 5.11730
F -0.37338 1.00702 5.49140
S 0.45177 1.64509 3.10267
O 1.46745 0.57573 3.02713
O -2.28317 -0.52675 2.40464
N 0.38885 4.02622 2.12942
S 0.27230 5.28448 1.06784
O -1.11829 5.38606 0.65402
O 1.79261 2.60831 -0.29929
C 0.47005 6.72572 2.25144
F 1.75605 6.86926 2.56863
F -0.24276 6.56565 3.36216
F 0.05382 7.80984 1.61686
C 1.19248 1.65646 -0.23296
C 1.22679 3.29700 2.71103
C 2.61996 3.53136 3.11973
C 3.64002 2.63548 2.80327
C 4.92581 2.88646 3.25328
C 5.19199 4.00105 4.03525
C 4.16946 4.87788 4.37374
C 2.88494 4.64564 3.91747
H 3.43550 1.75097 2.21436
H 5.72249 2.19965 2.99960
H 6.19784 4.18276 4.38974
H 4.37136 5.73974 4.99497
H 2.07845 5.31001 4.19803
*
```



# 3
DFT (ωB97M-V/def2-TZVPD) results for a structure of composition C5H9CrMgO4 at a distorted geometry.

Energy relative to the best compared isomer or geometry (same formula, charge and spin) ... 12.77 kcal/mol
Orbital gap (alpha / beta) ... 6.4 / 5.6 eV
<S²> ... 8.77
E_tot ... -1741.33789 a.u.

The geometry in ORCA input format:
```
! wB97M-V def2-TZVPD RIJCOSX def2/J DEFGRID3
* xyz 0 6
O 0.04109 1.70491 -0.18611
C -0.20889 1.70313 1.17651
C -0.19088 0.27005 1.68450
O 0.98465 -0.33225 1.14425
C 2.15343 -0.19841 1.94280
Mg 1.09136 -1.18277 -0.76491
H -1.10075 2.19944 1.59994
H 0.63033 2.24766 1.65284
H -1.06345 -0.33007 1.38994
H -0.20127 0.24572 2.78528
H 2.90560 -0.94210 1.65233
H 2.58633 0.79908 1.79402
H 1.88428 -0.33890 2.99989
O -2.19954 0.59367 -3.10463
C -2.20790 -0.59789 -3.55819
C -1.23442 -1.51894 -2.82613
O -0.59278 -0.95427 -1.71771
Cr -0.90294 0.93792 -1.58544
H -0.54373 -1.91680 -3.59631
H -1.83052 -2.38916 -2.48286
*
```



# 4
DFT (ωB97M-V/def2-TZVPD) results for a cluster of 2 separate species, C9H13NO2S in total at a distorted geometry.

Energy relative to the best compared isomer or geometry (same formula, charge and spin) ... 76.58 kcal/mol
Orbital gap ... 8.3 eV
E_tot ... -954.06310 a.u.

The geometry in ORCA input format:
```
! wB97M-V def2-TZVPD RIJCOSX def2/J DEFGRID3
* xyz 0 1
C -0.35064 -1.84049 -3.10212
C -0.53076 -0.42820 -2.95264
C 0.19828 -2.55996 -2.11173
C -0.13808 0.23066 -1.84063
C 0.65424 -1.93858 -0.84804
C 0.47919 -0.45758 -0.74393
C -1.81097 1.49558 2.20968
C -0.93641 2.34595 1.35314
C 0.29939 2.69431 1.65656
N 0.85576 0.20198 0.29355
O 2.80226 -1.22102 1.12160
O 0.61090 -1.43210 2.23406
S 1.55932 -0.62299 1.52388
H -0.67166 -2.30261 -4.02340
H -0.99912 0.11276 -3.76283
H 0.33761 -3.62666 -2.20374
H -0.27540 1.29470 -1.73561
H 1.71694 -2.16248 -0.67692
H -2.77092 1.97771 2.38774
H -2.00619 0.54886 1.70540
H -1.33407 1.28157 3.16172
H -1.37042 2.65597 0.40979
H 0.15119 -2.40061 0.01136
H 0.90060 3.29567 0.99697
H 0.75377 2.40882 2.59153
H 1.87520 0.44875 2.34461
*
```



# 5
DFT (ωB97M-V/def2-TZVPD) results for the molecule C2H4N2O at a distorted geometry.

Energy relative to the best compared isomer or geometry (same formula, charge and spin) ... 108.33 kcal/mol
Orbital gap ... 7.8 eV
E_tot ... -263.19063 a.u.

The geometry in ORCA input format:
```
! wB97M-V def2-TZVPD RIJCOSX def2/J DEFGRID3
* xyz 0 1
C 1.29801 -0.16380 -0.11375
C -0.12306 -0.07601 0.67992
N 0.52855 0.17366 -1.23338
N -0.69408 0.22987 -0.53359
O -0.59345 0.06983 1.93139
H 1.82142 -1.06682 -0.33088
H 0.51571 -0.63847 -1.84233
H -1.27275 1.02114 -0.55722
H -1.48034 0.45059 1.99984
*
```



# 6
DFT (ωB97M-V/def2-TZVPD) results for a structure of composition C39H38CaIN7O2SSi.

Energy relative to the best compared isomer or geometry (same formula, charge and spin) ... 15.81 kcal/mol
Orbital gap ... 7.3 eV
E_tot ... -3705.96479 a.u.

The geometry in ORCA input format:
```
! wB97M-V def2-TZVPD RIJCOSX def2/J DEFGRID3
* xyz 0 1
Ca -0.15075 -0.40766 -0.01689
C -2.77155 0.51279 1.64012
N -1.89486 -0.64967 1.84407
C -1.57299 -0.77888 3.27429
C -0.61197 -1.89940 3.57692
C -1.03982 -3.01491 4.28234
C -0.14344 -4.03594 4.54908
C 1.16041 -3.89537 4.11503
C 1.50281 -2.73640 3.43434
N 0.65103 -1.75208 3.15914
C -2.64065 -1.83565 1.38394
C -1.79564 -3.04011 1.02687
C -2.36549 -4.30465 1.08846
C -1.63783 -5.39234 0.64442
C -0.35738 -5.18492 0.15774
C 0.13881 -3.89526 0.13923
N -0.55989 -2.83744 0.56332
C -2.19818 1.85861 2.00891
C -3.02582 2.97205 1.86954
C -2.49223 4.22094 2.09796
C -1.15294 4.32088 2.45988
C -0.41965 3.15877 2.58393
N -0.93009 1.94136 2.37282
H -3.72050 0.37265 2.18378
H -3.02342 0.54662 0.57609
H -2.50789 -0.94855 3.82895
H -1.13031 0.15621 3.61043
H -2.07237 -3.08441 4.59873
H -0.45969 -4.92439 5.08004
H 1.90447 -4.65887 4.29351
H 2.52064 -2.60603 3.08732
H -3.19147 -1.57675 0.47341
H -3.38921 -2.12710 2.13504
H -3.37232 -4.41918 1.46774
H -2.06527 -6.38631 0.67471
H 0.25119 -6.00031 -0.20752
H 1.13166 -3.67795 -0.23604
H -4.05468 2.84804 1.55633
H -3.10179 5.10747 1.97766
H -0.68623 5.28074 2.63214
H 0.63231 3.19391 2.84501
C 1.85791 6.52517 -1.48555
Si 0.68126 5.06801 -1.58526
C 0.65536 4.47038 -3.34548
C -0.98965 5.68252 -1.03578
C 1.37620 3.73582 -0.44838
C 2.51700 3.97584 0.29288
C 3.04846 3.00278 1.14364
C 2.42049 1.78147 1.16491
N 1.33778 1.48548 0.43885
C 0.76966 2.45490 -0.32086
S -0.74771 2.08505 -1.09093
H 1.49596 7.32121 -2.14087
H 2.86864 6.26900 -1.80876
H 1.91473 6.93495 -0.47449
H 0.22430 5.22675 -4.00526
H 0.07201 3.55405 -3.43408
H 1.67403 4.26704 -3.68306
H -1.32833 6.47805 -1.70401
H -0.92104 6.09731 -0.02749
H -1.72860 4.88184 -1.03037
H 3.00619 4.94034 0.23100
H 3.92063 3.18660 1.75480
H 2.78364 0.99569 1.81547
O 0.58062 -0.91530 -2.15001
C -0.55792 -1.28485 -2.48029
N -1.62510 -1.25026 -1.63499
C -2.69794 -1.83288 -2.27685
O -3.79866 -2.02254 -1.79910
C -2.27363 -2.21529 -3.67658
C -2.96872 -2.79926 -4.71164
C -2.27370 -3.01797 -5.90079
C -0.93353 -2.65865 -6.02811
C -0.24156 -2.07149 -4.96893
C -0.94568 -1.86368 -3.80310
H -4.00955 -3.07312 -4.60111
H -2.78246 -3.47131 -6.74159
H -0.42533 -2.83446 -6.96741
H 0.79827 -1.78580 -5.05417
I 2.84001 -3.51724 -2.91036
C 3.66051 -2.34097 -1.38531
C 4.99390 -1.95991 -1.47520
C 5.51797 -1.21256 -0.43709
C 4.70233 -0.88360 0.63527
C 3.38859 -1.31253 0.61125
N 2.86285 -2.02849 -0.38525
H 5.59135 -2.24521 -2.32806
H 6.55001 -0.88815 -0.46659
H 5.07032 -0.29585 1.46435
H 2.71109 -1.05937 1.41796
*
```



# 7
DFT (ωB97M-V/def2-TZVPD) results for a structure of composition C30H36I2KN4OP2.

Energy relative to the best compared isomer or geometry (same formula, charge and spin) ... 0.00 kcal/mol
Orbital gap ... 5.8 eV
E_tot ... -3337.15903 a.u.

The geometry in ORCA input format:
```
! wB97M-V def2-TZVPD RIJCOSX def2/J DEFGRID3
* xyz -1 1
K 0.81980 -0.12154 -1.52630
I 4.72471 6.54507 2.13459
C 3.76320 4.91002 1.24700
C 4.50556 3.82406 0.81690
C 3.84855 2.75211 0.24151
I 4.95079 1.11557 -0.45717
C 2.43794 2.68809 0.07159
O 1.84403 1.66600 -0.40529
C 1.72358 3.85055 0.51333
C 0.23552 3.89321 0.28784
N -0.44817 2.83160 1.03339
C -1.88731 2.85854 0.91072
C -2.52351 2.29052 -0.35092
C -3.91283 2.19740 -0.43472
C -4.48258 1.59635 -1.54167
C -3.64972 1.10560 -2.53502
C -2.28190 1.26031 -2.38055
N -1.72622 1.84091 -1.31329
C 2.38159 4.91867 1.08803
H 5.58078 3.80860 0.92830
H 0.03324 3.81956 -0.78954
H -0.15379 4.85321 0.64288
H -0.07082 1.95469 0.67992
H -2.22949 3.89364 1.02874
H -2.32143 2.30771 1.75514
H -4.52760 2.57563 0.37357
H -5.55839 1.49621 -1.62079
H -4.04374 0.61455 -3.41414
H -1.59579 0.88511 -3.13122
H 1.80677 5.77810 1.41235
C -0.10639 -0.98598 -4.29253
C 0.66768 -2.06040 -3.80601
C 2.00625 -1.62382 -3.71777
C 2.05957 -0.28301 -4.14467
C 0.75350 0.11253 -4.50005
H -1.16384 -1.02365 -4.52132
H 0.30416 -3.05669 -3.58494
H 2.85035 -2.21757 -3.39033
H 2.94565 0.33568 -4.18445
H 0.46881 1.08251 -4.88745
C 2.26444 0.44994 2.50783
P 0.60397 -0.22102 2.13588
C -0.32647 0.48523 3.56396
C 0.80396 -1.96051 2.76396
C 1.89082 -2.75290 2.03272
P 1.72541 -2.72602 0.18854
C 3.16782 -3.77881 -0.23833
C 0.36943 -3.95189 -0.01459
H 2.60478 0.17508 3.51027
H 2.22279 1.53646 2.42248
H 2.97952 0.10310 1.76168
H 0.18427 0.31935 4.51558
H -1.32262 0.04089 3.61992
H -0.43628 1.55723 3.39789
H -0.16504 -2.45736 2.64834
H 1.02133 -1.93763 3.83761
H 1.90673 -3.79096 2.38435
H 2.87092 -2.32389 2.26042
H 3.18485 -4.70897 0.33547
H 4.08737 -3.22298 -0.05398
H 3.12828 -4.01303 -1.30204
H 0.62071 -4.91590 0.43582
H 0.16420 -4.08754 -1.07655
H -0.53717 -3.56590 0.45419
N -5.03521 -5.29856 -0.79084
C -4.47592 -4.34518 -0.47131
C -3.79052 -3.14919 -0.06621
C -4.07129 -2.54155 1.15630
C -3.38681 -1.39166 1.48817
C -2.44400 -0.89370 0.59593
N -2.16050 -1.47460 -0.56654
C -2.82656 -2.57335 -0.89182
H -4.81464 -2.97049 1.81567
H -3.57247 -0.87785 2.42107
H -1.87985 -0.00203 0.83009
H -2.58478 -3.02347 -1.84756
*
```



# 8
DFT (ωB97M-V/def2-TZVPD) results for a cluster of 2 separate species, C2HBrCl2OS in total at a distorted geometry.

Energy relative to the best compared isomer or geometry (same formula, charge and spin) ... 106.62 kcal/mol
Orbital gap ... 7.6 eV
E_tot ... -4044.35504 a.u.

The geometry in ORCA input format:
```
! wB97M-V def2-TZVPD RIJCOSX def2/J DEFGRID3
* xyz 0 1
C 0.51164 -0.43356 0.45320
C 2.68958 0.44111 -0.75746
O 0.38220 -1.61985 1.36617
S 0.23639 -1.89876 -0.20731
Cl 2.02003 2.04415 -0.70240
Cl 2.12568 -2.42587 -0.71356
Br 4.06408 0.14085 0.44661
H -0.51802 0.12339 0.65091
*
```